Entry from the OMol25 dataset: C32H51GeO3PPdSSi as an isolated structure (ωB97M-V with the def2-TZVPD basis set).

Calculated values
- maximum force (eV/Å) = 1.3
- gap between HOMO and LUMO (spin up / spin down) (Eh) = 0.2303 / 0.2512
- E_HOMO (spin up / spin down) (eV) = -3.58 / -4.30
- E_LUMO (spin up / spin down) (Ha) = 0.099 / 0.093
- molecular weight (g mol⁻¹) = 753.914

```
! wB97M-V def2-TZVPD RIJCOSX def2/J DEFGRID3
* xyz -1 2
Pd 0.4280 0.1225 -0.2779
C 0.1771 0.1117 4.3723
C 1.2063 0.1883 3.2458
C 2.4763 -0.5735 3.6256
C 1.5421 1.6448 2.9302
O 0.6615 -0.3407 2.0400
Si -0.0536 -1.7557 1.5629
S -0.3274 -2.1198 -0.4853
O 0.9203 -2.8854 2.2742
C 0.6971 -4.2483 2.6352
C -0.1506 -5.0118 1.6153
C 0.0243 -4.2996 4.0110
C 2.0838 -4.8878 2.7072
O -1.4868 -1.9004 2.3968
C -2.7810 -1.2982 2.2448
C -2.7077 0.1766 1.8566
C -3.4309 -1.4302 3.6219
C -3.6124 -2.0629 1.2134
H 0.6222 0.4379 5.3145
H -0.1836 -0.9130 4.4755
H -0.6739 0.7579 4.1501
H 2.9689 -0.1009 4.4775
H 3.1585 -0.5738 2.7729
H 2.2284 -1.6067 3.8613
H 2.0113 2.1388 3.7840
H 0.6297 2.1816 2.6641
H 2.2206 1.6809 2.0766
H -1.1718 -4.6290 1.6082
H -0.1630 -6.0759 1.8612
H 0.2603 -4.8754 0.6160
H -0.8885 -3.7079 3.9738
H 0.6868 -3.8813 4.7728
H -0.2207 -5.3294 4.2806
H 2.5585 -4.8310 1.7261
H 2.0110 -5.9363 3.0037
H 2.7082 -4.3600 3.4307
H -2.1796 0.7522 2.6197
H -3.7117 0.5853 1.7275
H -2.1800 0.2918 0.9096
H -2.8273 -0.9043 4.3640
H -3.4853 -2.4843 3.9016
H -4.4391 -1.0109 3.6167
H -3.1290 -2.0212 0.2399
H -4.6055 -1.6141 1.1361
H -3.7151 -3.1101 1.5093
C 4.6215 -0.1633 0.0346
P 2.9473 0.1502 -0.7049
C 2.8919 -1.3444 -1.7880
C 3.4526 1.3462 -2.0127
H 5.3459 -0.4288 -0.7378
H 4.5489 -0.9794 0.7560
H 4.9732 0.7267 0.5601
H 3.7408 -1.3421 -2.4797
H 1.9557 -1.3210 -2.3384
H 2.9038 -2.2563 -1.1913
H 4.4705 1.1408 -2.3524
H 3.3869 2.3747 -1.6534
H 2.7618 1.2371 -2.8424
C -0.8900 3.5690 0.1842
Ge -0.5242 2.0762 -1.1137
C -2.3832 1.7999 -1.8149
C -2.8663 0.4996 -1.9699
C -4.1567 0.2572 -2.4229
C -4.9950 1.3212 -2.7248
C -4.5359 2.6220 -2.5692
C -3.2423 2.8534 -2.1218
C 0.2840 3.0393 -2.6686
C 0.7341 4.3300 -2.5241
C 1.4192 5.0058 -3.5551
C 1.6551 4.3837 -4.7477
C 1.1766 3.0714 -4.9714
C 1.3761 2.4108 -6.2076
C 0.9093 1.1424 -6.4094
C 0.2237 0.4691 -5.3784
C 0.0178 1.0814 -4.1736
C 0.4847 2.3973 -3.9279
H -1.4445 4.3884 -0.2801
H 0.0235 3.9729 0.6266
H -1.5044 3.1617 0.9906
H -2.2161 -0.3339 -1.7177
H -4.5117 -0.7613 -2.5362
H -6.0006 1.1385 -3.0865
H -5.1918 3.4554 -2.7971
H -2.8864 3.8732 -2.0105
H 0.5694 4.8429 -1.5828
H 1.7689 6.0185 -3.3874
H 2.2113 4.8851 -5.5326
H 1.9033 2.9333 -6.9990
H 1.0678 0.6492 -7.3611
H -0.1409 -0.5370 -5.5460
H -0.4923 0.5528 -3.3770
*
```

Löwdin population analysis, charges in e, atoms 1 to 2:
1 Pd 0.112
2 C -0.022

---

Entry from the OMol25 dataset: C32H51MgN4OSi4 as an isolated structure (ωB97M-V with the def2-TZVPD basis set).

Calculated values
- maximum force (eV/Å) = 1.2
- gap between HOMO and LUMO (Eh) = 0.2121
- E_HOMO (eV) = -3.73
- E_LUMO (Ha) = 0.075
- molecular weight (g mol⁻¹) = 644.436

```
! wB97M-V def2-TZVPD RIJCOSX def2/J DEFGRID3
* xyz -1 1
Mg -0.3846 -1.1638 -0.1077
C -1.5691 -0.9789 4.0484
C -1.5052 -0.9841 2.5500
N -0.3998 -1.0060 1.8876
N 0.8089 -1.0305 2.4588
C 1.7453 -0.8515 1.5177
O 1.5010 -0.6462 0.2900
C 3.1492 -0.8299 1.9997
C 3.4526 -0.9837 3.3520
C 4.7650 -0.9405 3.7891
C 5.7978 -0.7394 2.8822
C 5.5044 -0.5925 1.5339
C 4.1919 -0.6433 1.0958
C -2.6853 -0.9479 1.7023
C -3.9916 -0.8550 2.2008
C -5.0590 -0.8810 1.3318
C -4.8247 -0.9824 -0.0382
C -3.5111 -0.9979 -0.4594
N -2.4699 -0.9726 0.3655
H -0.5856 -0.7096 4.4281
H -1.8219 -1.9730 4.4264
H -2.3073 -0.2676 4.4193
H 2.6373 -1.1309 4.0469
H 4.9899 -1.0518 4.8428
H 6.8255 -0.7037 3.2226
H 6.2982 -0.4307 0.8149
H 3.9619 -0.5321 0.0463
H -4.1598 -0.7592 3.2644
H -6.0717 -0.8157 1.7089
H -5.6399 -1.0355 -0.7449
H -3.2726 -1.0253 -1.5182
C 1.3261 2.8401 2.5511
Si 1.1643 3.1498 0.6807
C 1.0882 5.0608 0.6032
C 2.7962 2.7421 -0.2066
Si -0.6099 1.9269 -0.2691
Si -0.3647 2.2323 -2.5922
C -0.4797 4.0626 -3.1254
C -1.7269 1.3289 -3.5798
C 1.2505 1.5620 -3.3494
Si -2.5407 3.1430 0.2979
C -2.9340 2.8303 2.1384
C -2.6848 5.0438 0.1232
C -4.0257 2.5148 -0.7275
H 2.3146 3.1166 2.9305
H 1.1645 1.7928 2.7977
H 0.5796 3.4220 3.1000
H 1.9368 5.5125 1.1258
H 0.1729 5.4315 1.0730
H 1.0971 5.4248 -0.4277
H 3.6632 2.7871 0.4571
H 2.9674 3.4355 -1.0344
H 2.7464 1.7331 -0.6203
H -1.4384 4.4796 -2.8052
H -0.3893 4.2113 -4.2064
H 0.3060 4.6444 -2.6360
H -2.7151 1.7434 -3.3621
H -1.7480 0.2667 -3.3160
H -1.5621 1.3998 -4.6579
H 2.1125 2.1588 -3.0424
H 1.2145 1.5568 -4.4415
H 1.4290 0.5349 -3.0158
H -2.3277 3.4746 2.7810
H -2.7023 1.7962 2.4029
H -3.9871 3.0068 2.3765
H -1.8732 5.5560 0.6464
H -3.6306 5.4252 0.5189
H -2.6232 5.3341 -0.9292
H -3.8707 1.4814 -1.0475
H -4.1442 3.1221 -1.6289
H -4.9680 2.5486 -0.1729
C 3.0275 -3.0923 -1.6452
N 2.3535 -3.6543 -2.7974
C 2.6646 -5.0616 -2.9443
C 0.9108 -3.3625 -2.8322
C 0.0424 -3.9888 -1.7511
C -0.2769 -5.3403 -1.9118
C -1.0533 -6.0156 -0.9844
C -1.5400 -5.3221 0.1108
C -1.2508 -3.9707 0.2475
C -0.4591 -3.2461 -0.6587
H 4.1046 -3.2430 -1.7554
H 2.7111 -3.5433 -0.6914
H 2.8193 -2.0277 -1.5944
H 3.7444 -5.1692 -3.0734
H 2.1711 -5.4546 -3.8364
H 2.3610 -5.6692 -2.0784
H 0.5687 -3.7112 -3.8131
H 0.7971 -2.2749 -2.7962
H 0.0746 -5.8764 -2.7886
H -1.2817 -7.0664 -1.1216
H -2.1652 -5.8265 0.8408
H -1.6770 -3.4554 1.1067
*
```

Löwdin population analysis, charges in e, atoms 1 to 2:
1 Mg 0.493
2 C -0.016

---

Entry from the OMol25 dataset: C32H51N4NiOP2S as an isolated structure (ωB97M-V with the def2-TZVPD basis set).

Calculated values
- maximum force (eV/Å) = 4.6
- gap between HOMO and LUMO (spin up / spin down) (Eh) = 0.1864 / 0.2536
- E_HOMO (spin up / spin down) (eV) = -7.96 / -9.75
- E_LUMO (spin up / spin down) (Ha) = -0.106 / -0.105
- molecular weight (g mol⁻¹) = 660.495

```
! wB97M-V def2-TZVPD RIJCOSX def2/J DEFGRID3
* xyz 1 3
C -1.6629 -1.6328 -1.6358
C 0.6057 -1.9728 -1.4918
C -1.7714 -2.5707 -2.6672
C 0.5258 -3.1695 -2.2397
C -0.6875 -3.4249 -2.8973
H -2.7271 -2.6071 -3.2005
H 1.4185 -3.7852 -2.3360
H -0.7737 -4.1894 -3.6703
N -0.5237 -1.4699 -0.9589
P -2.7158 -0.0101 0.3495
P 3.0396 -0.6756 -0.1963
C -2.7787 -0.6301 -1.3934
H -2.6382 0.2314 -2.0677
H -3.7492 -1.0671 -1.6642
C -0.2636 1.6008 2.0270
O 0.3379 2.1919 2.8248
C 1.7843 -1.0366 -1.6058
H 2.2836 -1.1785 -2.5584
C 4.3831 0.2012 -1.1955
C 3.6264 -1.1099 1.5463
C -3.3682 1.7699 0.1469
C -4.0645 -1.2014 1.0235
C 4.2593 1.6883 -0.8432
H 4.3996 1.8890 0.2264
H 5.0718 2.1819 -1.3953
H 3.3074 2.1227 -1.1832
C 5.8190 -0.2872 -0.8909
H 6.1774 -0.0172 0.1113
H 5.9446 -1.3654 -1.0722
H 6.4668 0.2453 -1.6058
C 4.1998 0.0704 -2.7355
H 5.0383 0.6037 -3.2056
H 4.2524 -0.9731 -3.0813
H 3.2825 0.5599 -3.0981
C 4.2631 0.1472 2.1559
H 3.5652 0.9966 2.1396
H 4.4914 -0.1023 3.2042
H 5.1999 0.4409 1.6683
C 2.4345 -1.4714 2.4440
H 1.7817 -0.5962 2.5725
H 1.8221 -2.2862 2.0395
H 2.8056 -1.7518 3.4417
C 4.6346 -2.2840 1.5558
H 5.5980 -2.0031 1.1124
H 4.8167 -2.5660 2.6056
H 4.2380 -3.1582 1.0196
C -4.4315 -0.7642 2.4403
H -5.0755 -1.5338 2.8889
H -3.5482 -0.6679 3.0823
H -5.0039 0.1706 2.4599
C -3.4410 -2.6024 1.0678
H -3.0980 -2.9298 0.0796
H -2.6003 -2.6465 1.7684
H -4.2116 -3.3096 1.4092
C -5.3657 -1.3106 0.1981
H -6.0688 -1.9296 0.7790
H -5.8571 -0.3506 0.0151
H -5.2222 -1.8257 -0.7589
C -2.3512 2.5371 -0.7138
H -2.3070 2.1596 -1.7420
H -2.6392 3.5990 -0.7582
H -1.3396 2.4842 -0.2856
C -3.3914 2.3957 1.5469
H -2.3958 2.3628 2.0121
H -3.6892 3.4498 1.4651
H -4.1103 1.9116 2.2167
C -4.7592 1.8640 -0.4907
H -4.8261 1.3155 -1.4390
H -5.5597 1.5290 0.1821
H -4.9685 2.9223 -0.7168
Ni -0.2470 0.1538 0.7737
N 1.6431 0.5040 0.0386
C 1.3807 0.2564 -1.2729
C 0.9281 1.2512 -2.2517
C 0.8334 2.6313 -1.9744
C 0.5692 0.8154 -3.5428
C 0.5910 3.5450 -3.0086
H 0.9961 3.0050 -0.9634
C 0.3613 1.7297 -4.5732
H 0.4989 -0.2580 -3.7196
C 0.3626 3.1029 -4.3173
H 0.5784 4.6236 -2.8343
H 0.1906 1.3278 -5.5732
H 0.1344 3.7936 -5.1323
N -0.0081 -0.8246 5.3528
C -0.8241 -0.3699 4.3800
N -1.6118 0.6648 4.6782
S -0.8535 -1.1372 2.8469
H -0.1015 -0.4877 6.3089
H 0.4971 -1.6808 5.1998
H -2.2581 1.0399 3.9828
H -1.5500 1.1357 5.5705
*
```

Löwdin population analysis, charges in e, atoms 1 to 2:
1 C -0.327
2 C -0.230